Density functional theory data (ωB97M-V with the def2-TZVPD basis set) for C21H31ClN2O5SSc as an isolated structure in a non-equilibrium geometry.

DFT total energy = -2923.6184 a.u.
Molar mass = 503.96 g mol⁻¹
LUMO (alpha / beta) = 2.48 / 2.63 eV

ORCA input file:
```
! RIJCOSX wB97M-V def2-TZVPD def2/J DEFGRID3
* xyz -1 1
Sc -0.443 0.009 0.158
Cl -2.227 0.191 1.601
N -0.004 2.046 -0.149
N -0.128 -2.098 0.134
C -0.949 2.860 -0.571
C -0.933 -2.961 -0.443
C 1.013 2.861 0.597
C 0.233 4.213 0.770
C 2.243 2.994 -0.309
C 1.403 2.245 1.933
H 1.914 3.036 -1.332
H 2.876 2.137 -0.156
H 2.758 3.900 -0.031
H 0.573 2.373 2.607
H 2.274 2.733 2.355
H 1.612 1.202 1.814
C 0.712 -2.850 1.137
C 0.507 -4.317 0.628
C 0.127 -2.708 2.547
C 2.167 -2.368 1.077
H 2.501 -2.411 0.053
H 2.761 -3.042 1.680
H 2.258 -1.366 1.469
H -0.917 -2.973 2.556
H 0.189 -1.662 2.789
H 0.707 -3.288 3.246
O -0.688 -4.279 -0.202
H 0.323 -5.035 1.436
H 1.346 -4.602 -0.008
O -0.839 4.167 -0.215
H 0.853 5.086 0.558
H -0.241 4.263 1.753
C -2.126 2.418 -1.399
C -2.051 -2.593 -1.384
C -1.715 -1.315 -2.107
H -2.953 -2.461 -0.767
H -2.213 -3.439 -2.075
C -2.106 -0.090 -1.522
C -1.769 1.144 -2.118
H -2.755 -0.100 -0.644
C -1.110 1.157 -3.366
C -0.787 -0.071 -3.967
C -0.685 2.450 -4.012
C -1.052 -1.309 -3.353
H -0.262 -0.066 -4.928
C -0.564 -2.585 -3.980
H -0.161 -2.372 -4.956
H -1.353 -3.323 -4.082
H 0.227 -3.015 -3.375
H -1.502 3.162 -4.081
H -0.314 2.248 -5.004
H 0.119 2.905 -3.443
H -2.394 3.240 -2.087
H -2.964 2.248 -0.708
C 1.681 0.013 4.482
S 0.028 0.412 4.095
O -0.914 -0.729 4.699
O -0.402 1.696 4.499
O -0.102 0.212 2.378
H 1.974 0.515 5.434
H 2.397 0.377 3.691
H 1.845 -1.083 4.600
*
```

Atom charges from the natural (NBO) analysis, given in e for atoms 1 to 6: Sc 1.293; Cl -0.625; N -0.692; N -0.686; C 0.624; C 0.634


Density functional theory data (ωB97M-V with the def2-TZVPD basis set) for C14H15N4O2Pd as an isolated structure.

DFT total energy = -1039.9134 a.u.
Molar mass = 377.72 g mol⁻¹
LUMO = 3.11 eV

ORCA input file:
```
! RIJCOSX wB97M-V def2-TZVPD def2/J DEFGRID3
* xyz -1 1
Pd -0.556 -0.060 0.699
O 2.007 1.309 -2.501
C 1.389 1.192 -1.417
N 1.193 0.108 -0.699
C 1.670 -1.106 -1.320
C 1.125 -2.312 -0.602
C 1.956 -3.338 -0.169
C 1.414 -4.430 0.493
C 0.045 -4.466 0.699
C -0.713 -3.403 0.225
N -0.202 -2.349 -0.401
C 0.804 2.451 -0.804
C 1.531 3.638 -0.895
C 1.036 4.780 -0.300
C -0.193 4.716 0.345
C -0.865 3.507 0.350
N -0.393 2.391 -0.209
H 2.768 -1.157 -1.339
H 1.353 -1.154 -2.373
H 3.022 -3.262 -0.342
H 2.051 -5.231 0.847
H -0.434 -5.291 1.211
H -1.791 -3.397 0.361
H 2.468 3.614 -1.435
H 1.593 5.710 -0.336
H -0.630 5.583 0.826
H -1.838 3.418 0.824
C -0.485 1.668 5.596
C -0.802 1.140 4.202
N 0.237 1.150 3.346
O -1.918 0.740 3.922
H 0.246 2.477 5.585
H -0.086 0.855 6.204
H -1.411 2.015 6.047
H 1.128 1.489 3.663
H 0.187 0.774 2.370
*
```

Atom charges from the natural (NBO) analysis, given in e for atoms 1 to 6: Pd 0.093; O -0.760; C 0.557; N -0.691; C -0.266; C 0.238


Density functional theory data (ωB97M-V with the def2-TZVPD basis set) for a 6-piece molecular cluster, C12H32N7O7P2S overall in a non-equilibrium geometry.

DFT total energy = -2467.0105 a.u.
Molar mass = 480.44 g mol⁻¹
LUMO = -5.24 eV

ORCA input file:
```
! RIJCOSX wB97M-V def2-TZVPD def2/J DEFGRID3
* xyz 1 1
N -0.371 -0.855 -0.222
P 0.067 -0.891 -1.705
N -0.544 0.465 -2.669
C -1.666 1.137 -2.240
N -1.541 2.129 -1.335
N -2.881 0.805 -2.819
P -4.129 0.029 -1.837
N -4.914 -0.934 -2.753
O -3.408 -0.717 -0.635
O -5.074 1.130 -1.155
H 0.439 -0.837 0.398
H -0.395 -1.995 -2.432
H 1.463 -0.829 -1.872
H 0.206 1.160 -2.711
H -2.051 2.141 -0.462
H -0.938 2.916 -1.525
H -3.296 1.672 -3.192
H -5.896 -0.674 -2.767
H -2.668 -1.279 -0.901
H -4.814 2.047 -1.327
C 3.185 -4.169 2.235
S 1.867 -2.958 2.211
O 1.989 -2.229 0.898
C 2.555 -1.892 3.474
H 2.972 -4.922 1.478
H 4.135 -3.684 2.012
H 3.220 -4.636 3.218
H 3.549 -1.564 3.172
H 2.603 -2.435 4.416
H 1.899 -1.033 3.589
C 3.846 -7.353 5.558
C 4.348 -5.987 5.529
N 4.746 -4.911 5.509
H 3.489 -7.610 6.554
H 3.020 -7.476 4.859
H 4.631 -8.057 5.286
C -2.880 7.204 -4.938
C -3.589 6.209 -4.057
C -2.719 5.497 -3.047
O -3.437 4.257 -2.859
C -4.123 4.017 -4.015
O -4.678 2.989 -4.258
O -4.082 5.084 -4.821
H -3.517 7.489 -5.774
H -2.627 8.100 -4.371
H -1.965 6.781 -5.354
H -4.448 6.675 -3.570
H -2.619 6.028 -2.104
H -1.729 5.264 -3.447
C 0.915 1.950 6.038
C 1.479 0.611 6.124
N 1.927 -0.443 6.191
H -0.137 1.908 5.762
H 0.995 2.462 6.996
H 1.443 2.543 5.293
C 4.531 -3.555 -1.882
O 4.407 -2.754 -0.715
H 5.581 -3.579 -2.160
H 4.194 -4.580 -1.698
H 3.959 -3.134 -2.716
H 3.476 -2.728 -0.460
*
```

Atom charges from the natural (NBO) analysis, given in e for atoms 1 to 6: N -1.294; P 1.437; N -0.924; C 0.833; N -0.816; N -0.956


Density functional theory data (ωB97M-V with the def2-TZVPD basis set) for a 12-piece molecular cluster, C49H99NO14S overall in a non-equilibrium geometry.

DFT total energy = -3432.3456 a.u.
Molar mass = 958.39 g mol⁻¹
LUMO = 0.36 eV
Structure (SMILES) = CCCCOOC(=O)NS.C1CCOC1.C1CCOC1.C1CCOC1.C1CCOC1.C1CCOC1.C1CCOC1.C1CCOC1.C1CCOC1.C1CCOC1.C1CCOC1.C1CCOC1

ORCA input file:
```
! RIJCOSX wB97M-V def2-TZVPD def2/J DEFGRID3
* xyz 0 1
C 3.275 -6.316 -0.059
C 3.901 -5.043 -0.810
C 3.307 -3.627 -0.355
C 1.722 -3.590 -0.139
O 0.962 -4.433 -1.056
O -0.229 -3.777 -1.243
C -1.182 -4.201 -0.238
O -1.300 -3.577 0.852
N -2.066 -5.363 -0.427
S -3.257 -5.077 -1.681
H 2.773 -6.962 -0.875
H 2.455 -6.079 0.695
H 4.062 -7.005 0.413
H 3.842 -5.200 -1.950
H 5.027 -5.027 -0.553
H 3.545 -2.841 -1.168
H 3.806 -3.270 0.610
H 1.492 -3.792 0.970
H 1.379 -2.502 -0.320
H -2.601 -5.546 0.444
H -4.481 -5.586 -1.209
C 8.326 -8.267 0.035
C 8.666 -7.096 0.930
C 7.495 -6.164 0.689
O 6.362 -6.990 0.389
C 6.816 -8.331 0.161
H 8.817 -9.198 0.323
H 8.605 -8.037 -0.998
H 8.677 -7.419 1.976
H 9.630 -6.636 0.706
H 7.674 -5.515 -0.176
H 7.273 -5.536 1.555
H 6.515 -8.938 1.023
H 6.337 -8.735 -0.733
C 2.033 -11.038 2.258
C 0.987 -10.011 2.632
C 1.560 -8.744 2.028
O 2.308 -9.138 0.870
C 2.461 -10.564 0.883
H 1.661 -12.064 2.258
H 2.877 -10.980 2.954
H 0.036 -10.258 2.151
H 0.815 -9.931 3.707
H 2.249 -8.249 2.720
H 0.785 -8.030 1.738
H 1.815 -10.977 0.101
H 3.497 -10.824 0.653
C -1.206 -0.137 1.469
C -0.651 1.265 1.591
C -0.219 1.308 3.044
O 0.157 -0.029 3.406
C -0.275 -0.924 2.370
H -1.227 -0.514 0.445
H -2.226 -0.169 1.867
H 0.222 1.376 0.938
H -1.369 2.046 1.337
H -1.044 1.613 3.694
H 0.624 1.985 3.210
H 0.615 -1.259 1.824
H -0.759 -1.796 2.814
C -2.083 0.130 7.348
C -3.137 1.160 7.693
C -2.570 2.416 7.059
O -1.815 1.998 5.915
C -1.652 0.573 5.963
H -2.448 -0.898 7.372
H -1.242 0.212 8.045
H -4.085 0.895 7.214
H -3.314 1.266 8.765
H -1.887 2.932 7.742
H -3.349 3.117 6.749
H -2.293 0.136 5.190
H -0.615 0.313 5.743
C 3.312 1.750 -0.548
C 3.718 1.884 0.903
C 3.546 0.466 1.410
O 3.804 -0.406 0.301
C 3.848 0.378 -0.901
H 3.707 2.539 -1.190
H 2.219 1.756 -0.630
H 4.770 2.180 0.968
H 3.124 2.611 1.461
H 2.518 0.286 1.747
H 4.227 0.227 2.231
H 4.894 0.432 -1.227
H 3.264 -0.113 -1.682
C 3.285 6.749 -3.539
C 3.692 6.886 -2.089
C 3.524 5.469 -1.579
O 3.783 4.596 -2.688
C 3.825 5.377 -3.890
H 3.677 7.539 -4.182
H 2.192 6.753 -3.620
H 4.743 7.185 -2.026
H 3.097 7.612 -1.532
H 2.497 5.288 -1.242
H 4.207 5.235 -0.759
H 4.869 5.433 -4.217
H 3.241 4.883 -4.670
C 1.419 -0.657 -5.519
C 0.217 -1.105 -4.717
C 0.815 -1.302 -3.338
O 1.898 -0.368 -3.218
C 2.175 0.185 -4.511
H 1.162 -0.107 -6.426
H 2.019 -1.527 -5.805
H -0.530 -0.304 -4.690
H -0.262 -2.005 -5.106
H 1.227 -2.310 -3.223
H 0.091 -1.129 -2.538
H 1.822 1.222 -4.515
H 3.253 0.185 -4.688
C -1.289 3.730 -1.086
C -2.773 3.813 -0.807
C -3.104 5.217 -1.273
O -2.194 5.528 -2.338
C -1.164 4.528 -2.368
H -0.916 2.709 -1.182
H -0.732 4.224 -0.282
H -3.307 3.080 -1.422
H -3.035 3.637 0.238
H -2.945 5.948 -0.474
H -4.133 5.309 -1.629
H -1.336 3.897 -3.246
H -0.188 5.009 -2.470
C -8.251 -2.334 -1.604
C -7.144 -2.121 -2.613
C -6.139 -3.181 -2.206
O -6.889 -4.271 -1.649
C -8.240 -3.841 -1.436
H -9.220 -1.949 -1.927
H -7.989 -1.850 -0.657
H -7.517 -2.327 -3.622
H -6.727 -1.113 -2.603
H -5.462 -2.810 -1.430
H -5.542 -3.539 -3.048
H -8.869 -4.329 -2.188
H -8.574 -4.156 -0.445
C -7.711 7.999 -0.455
C -6.938 7.337 0.663
C -6.663 5.962 0.085
O -6.566 6.121 -1.339
C -7.033 7.433 -1.686
H -7.688 9.089 -0.419
H -8.758 7.677 -0.423
H -5.995 7.869 0.827
H -7.478 7.300 1.610
H -7.488 5.272 0.289
H -5.738 5.524 0.469
H -6.162 8.033 -1.971
H -7.706 7.368 -2.544
C -1.231 9.252 0.272
C -1.208 7.995 -0.571
C 0.229 7.961 -1.048
O 1.021 8.579 -0.024
C 0.145 9.228 0.908
H -2.039 9.275 1.005
H -1.330 10.130 -0.375
H -1.414 7.124 0.057
H -1.928 8.003 -1.390
H 0.357 8.542 -1.967
H 0.586 6.944 -1.226
H 0.145 8.641 1.833
H 0.522 10.229 1.131
*
```

Atom charges from the Mulliken analysis, given in e for atoms 1 to 6: C -0.568; C -0.108; C -0.233; C -0.279; O -0.320; O -0.073